Formula: FH4N2PS
Source: the OMol25 dataset
Level of theory: ωB97M-V/def2-TZVPD

Cartesian coordinates (Å):
N -0.04731 1.17063 0.24374
N 0.56317 -1.32285 -0.34547
F -3.11974 0.68555 -0.02283
P 1.12296 0.14852 0.03767
S 3.06728 0.22251 0.13397
H 0.19539 2.16788 0.28582
H -2.31298 0.44171 0.31973
H 0.92848 -2.21439 -0.50136
H -0.39725 -1.29955 -0.15127

Forces on atoms 1 to 6 (eV/Å):
0.8 -1.2 -0.4
-1.0 2.0 0.5
-1.1 0.1 -0.4
1.9 1.1 0.1
-1.4 0.2 -0.1
0.1 -0.8 0.2

Energy above the lowest of the compared OMol25 structures with the same formula, charge and spin (kcal per mole): 45.04
Net charge: 0
Kohn-Sham gap (eV): 9.99
Molar mass (g/mol): 114.1
Total energy (hartree): -951.33930

natural (NBO) population analysis, charges in e, atoms 1 to 6:
1. N -1.260
2. N -1.158
3. F -0.567
4. P 1.664
5. S -0.503
6. H 0.420